## A
DFT (ωB97M-V with the def2-TZVPD basis set) results for a structure of composition C13H18N2O4.

Element x y z (Å)
C1 -3.1487 0.3745 1.1146
C2 -1.7305 0.9750 0.6397
C3 -2.9312 -0.6259 2.2972
C4 -2.0753 -0.1892 3.6128
C5 0.1655 0.2253 -1.0696
C6 -0.0165 -0.9371 -2.1095
C7 1.2447 -0.2286 -0.0519
C8 2.5324 0.1316 -0.8274
C9 2.7850 1.4989 -0.9893
C10 3.4460 -0.8198 -1.2658
C11 3.8635 1.9583 -1.9156
C12 4.7072 -0.4769 -1.9861
C13 4.7674 0.9367 -2.4932
H1 -4.2311 0.3639 -0.4616
H2 -4.3815 -1.2349 0.4124
H3 -3.8873 1.2891 1.3360
H4 -2.4243 -1.3866 1.5519
H5 -4.5314 -0.0093 3.2362
H6 -3.0222 0.4080 4.4859
H7 -1.7030 -1.0791 4.2498
H8 -1.2289 0.4984 3.1758
H9 -1.8076 -0.4012 -1.0505
H10 0.4526 1.3136 -1.5326
H11 1.2291 -1.4412 -0.1872
H12 1.3497 0.1476 0.9797
H13 2.1755 2.3206 -0.3607
H14 3.3025 -1.9691 -1.1432
H15 4.1086 2.9950 -2.5981
H16 5.3905 -1.3530 -1.9971
H17 5.7567 1.4141 -2.8995
H18 0.4001 -2.4723 -0.6763
N1 -3.7413 -0.4472 -0.0253
N2 -1.2322 0.3441 -0.4909
O1 -1.0611 1.9078 1.2045
O2 -4.2008 -0.9254 2.8805
O3 -0.3019 -0.7459 -3.3838
O4 -0.0202 -2.3599 -1.6617

Summary:
* lowest unoccupied orbital energy: 0.2195 eV
* charge: 0
* Kohn-Sham gap: 9.427 eV

---

## B
DFT (ωB97M-V with the def2-TZVPD basis set) results for the molecule C13H18N2O4.

Element x y z (Å)
C1 -1.4059 -3.4621 -0.9233
C2 -2.2040 -2.1860 -1.1407
O1 -1.3751 -1.0237 -1.0220
C3 -1.0903 -0.6206 0.2044
O2 -1.4612 -1.1609 1.2135
C4 -0.1878 0.6222 0.2282
C5 -0.6893 1.5540 1.3421
C6 -1.9494 2.3466 0.9732
C7 -2.9694 1.5078 0.3952
N1 -3.7766 0.8606 -0.0911
C8 -0.0721 1.2679 -1.1595
C9 0.9629 2.4013 -1.2132
C10 2.3096 1.8862 -1.1957
N2 3.3766 1.4769 -1.2166
C11 1.1972 0.0876 0.6401
O3 1.8429 0.5280 1.5508
O4 1.5576 -0.9113 -0.1515
C12 2.8459 -1.4958 0.0815
C13 2.8169 -2.4574 1.2587
H1 -0.5604 -3.4975 -1.6064
H2 -1.0372 -3.4986 0.0986
H3 -2.0433 -4.3238 -1.0987
H4 -2.6063 -2.1342 -2.1538
H5 -3.0164 -2.1082 -0.4120
H6 -0.9031 0.9214 2.2071
H7 0.1064 2.2416 1.6330
H8 -1.7231 3.1432 0.2578
H9 -2.3597 2.8105 1.8744
H10 0.2128 0.4936 -1.8740
H11 -1.0490 1.6472 -1.4640
H12 0.8460 3.0927 -0.3751
H13 0.8398 2.9644 -2.1437
H14 3.5643 -0.6884 0.2532
H15 3.0850 -2.0118 -0.8499
H16 3.7893 -2.9293 1.3641
H17 2.5849 -1.9192 2.1741
H18 2.0631 -3.2253 1.1004

Summary:
* lowest unoccupied orbital energy: 0.4402 eV
* SMILES: CCOC(=O)C(CCC#N)(CCC#N)C(=O)OCC
* charge: 0
* Kohn-Sham gap: 10.944 eV

---

Result of the stability comparison: B is the most stable of them.

---

## A
DFT (ωB97M-V with the def2-TZVPD basis set) results for a structure of composition H24HeO12.

Element x y z (Å)
He1 20.0476 11.2795 8.3205
O1 21.4092 13.3726 6.9773
H1 21.3737 13.4403 7.9314
H2 22.3308 13.2022 6.7829
O2 19.1509 9.3406 5.1630
H3 19.8900 8.7329 5.1353
H4 18.6024 9.0851 4.4213
O3 19.8013 12.1464 4.8201
H5 19.6253 11.2689 5.1594
H6 20.4388 12.5165 5.4307
O4 21.7619 7.3685 7.5933
H7 21.7260 7.3312 6.6375
H8 20.9187 7.7412 7.8508
O5 23.6896 9.5609 9.9235
H9 23.3876 10.1429 9.2262
H10 23.3866 8.6922 9.6590
O6 19.0068 8.0193 8.3490
H11 19.0398 7.7715 9.2730
H12 18.2377 8.5849 8.2796
O7 21.6867 14.2624 9.7181
H13 20.9772 14.9040 9.7501
H14 21.4444 13.6039 10.3692
O8 16.8867 9.9751 9.9216
H15 16.3846 10.3503 10.6450
H16 16.4153 9.1742 9.6922
O9 15.9933 12.6292 9.1335
H17 16.3229 12.7294 8.2404
H18 16.2502 11.7425 9.3861
O10 19.2280 10.3763 11.2925
H19 19.4133 9.5167 11.6707
H20 18.4378 10.2429 10.7691
O11 16.9646 8.9836 6.6803
H21 16.4495 9.7901 6.6996
H22 17.7244 9.1970 6.1386
O12 21.9331 11.5156 10.8066
H23 22.5709 10.8038 10.7543
H24 21.0847 11.0748 10.8527

Summary:
* lowest unoccupied orbital energy: -0.3167 eV
* charge: 0
* Kohn-Sham gap: 10.217 eV

---

## B
DFT (ωB97M-V with the def2-TZVPD basis set) results for a structure of composition H24HeO12.

Element x y z (Å)
He1 0.6533 0.0441 -0.1817
O1 -0.2314 -1.9245 -3.5232
H1 -0.5703 -1.0987 -3.1778
H2 -1.0089 -2.3978 -3.8195
O2 -1.7387 0.1376 -2.3623
H3 -1.3872 0.9310 -1.9584
H4 -2.3057 0.4567 -3.0644
O3 -3.8062 -0.8341 -0.8271
H5 -2.9927 -0.5772 -1.2612
H6 -3.5308 -1.1403 0.0370
O4 2.5695 0.0398 -2.0285
H7 2.7520 0.1220 -2.9646
H8 3.3931 -0.2673 -1.6495
O5 -2.1694 -1.1090 1.4823
H9 -2.4177 -1.5188 2.3109
H10 -1.3971 -1.5963 1.1955
O6 0.6248 -1.6558 3.6754
H11 0.6680 -2.1090 2.8334
H12 0.8900 -0.7575 3.4784
O7 -1.0936 1.4525 1.4073
H13 -1.6543 2.1493 1.7485
H14 -1.5775 0.6461 1.5856
O8 3.1256 0.2980 1.6961
H15 3.6205 -0.4327 2.0668
H16 3.7247 0.6983 1.0659
O9 -0.9071 2.3727 -1.0855
H17 -1.4339 3.1395 -1.3109
H18 -1.0419 2.2570 -0.1449
O10 0.4091 -2.5861 0.5237
H19 0.1356 -2.0347 -0.2094
H20 1.2818 -2.8944 0.2796
O11 0.9833 1.1980 3.2701
H21 0.1621 1.3813 2.8138
H22 1.5404 0.7902 2.6071
O12 1.8258 2.5710 -1.5468
H23 0.8757 2.6131 -1.4382
H24 2.0288 1.6359 -1.5235

Summary:
* lowest unoccupied orbital energy: -0.0488 eV
* charge: 0
* Kohn-Sham gap: 10.357 eV

---

Result of the stability comparison: B is the most stable of them.